(1)
A structure of composition C38H68BrN8OS2Si2Sr, computed with the ωB97M-V functional and the def2-TZVPD basis.

```
121
Properties=species:S:1:pos:R:3:mulliken_charge:R:1
Sr 1.915 -1.301 0.798 2.048
N 1.128 -1.743 3.378 -0.188
C 0.291 -0.657 3.895 0.271
C 1.028 0.667 3.756 -0.810
N 1.245 0.981 2.334 0.091
H 0.580 -2.559 3.119 0.041
H 1.797 -2.050 4.076 0.146
H 0.000 -0.802 4.940 0.401
H -0.630 -0.617 3.307 -0.479
H 2.001 0.582 4.246 0.349
H 0.473 1.454 4.276 0.395
H 1.988 1.665 2.239 0.157
H 0.405 1.418 1.971 -0.246
C 5.527 -3.203 1.121 -0.937
C 4.310 -4.084 1.044 0.203
C 4.435 -5.453 1.049 -0.751
C 3.263 -6.220 1.006 -0.720
C 2.047 -5.605 0.927 -0.757
C 1.965 -4.183 0.880 0.485
N 3.121 -3.460 0.982 0.331
N 0.829 -3.486 0.747 0.287
Si -0.708 -4.065 0.257 -0.753
C -0.649 -5.264 -1.188 -1.052
C -1.660 -4.838 1.686 -1.113
C -1.654 -2.543 -0.318 -0.532
H 6.427 -3.762 0.874 0.461
H 5.647 -2.804 2.132 0.181
H 5.437 -2.362 0.432 -0.027
H 5.410 -5.913 1.091 0.440
H 3.321 -7.301 1.031 0.424
H 1.133 -6.180 0.895 0.363
H -0.287 -6.255 -0.914 0.330
H 0.003 -4.876 -1.974 0.280
H -1.646 -5.388 -1.614 0.401
H -1.106 -5.665 2.135 0.330
H -2.629 -5.225 1.366 0.424
H -1.844 -4.102 2.472 0.291
H -1.169 -2.080 -1.183 0.263
H -1.731 -1.791 0.472 -0.176
H -2.669 -2.810 -0.615 0.411
S 1.949 -1.739 -2.233 -0.143
C 3.228 -1.031 -3.030 -0.126
N 3.121 -0.159 -4.021 -0.091
C 4.333 0.510 -4.474 -0.257
C 5.489 -0.418 -4.108 -0.713
S 4.905 -1.355 -2.655 -0.005
H 2.203 0.190 -4.277 0.171
H 4.423 1.468 -3.957 -0.014
H 4.285 0.688 -5.547 0.477
H 6.393 0.131 -3.852 0.382
H 5.709 -1.128 -4.903 0.465
N 1.178 1.967 -0.930 0.246
C 1.060 2.070 -2.334 0.418
C 1.865 2.950 -3.052 -0.093
C 1.766 3.029 -4.433 -0.797
C 0.855 2.237 -5.118 -0.633
C 0.044 1.362 -4.401 -1.237
C 0.153 1.269 -3.024 -0.285
H 1.463 2.847 -0.519 0.337
H 0.296 1.691 -0.513 -0.410
H 2.556 3.595 -2.522 0.424
H 2.387 3.731 -4.974 0.434
H 0.762 2.314 -6.192 0.404
H -0.677 0.743 -4.919 0.489
H -0.471 0.577 -2.474 0.609
N 5.593 2.763 -2.151 -0.284
C 6.469 1.939 -1.499 0.211
O 7.563 1.668 -1.940 -0.608
C 5.960 1.327 -0.232 0.640
C 6.861 1.051 0.789 -0.567
C 6.396 0.454 1.945 -0.766
C 5.059 0.101 2.012 -0.617
N 4.190 0.324 1.023 0.399
C 4.635 0.952 -0.068 -1.018
H 5.995 3.300 -2.906 0.276
H 4.860 3.211 -1.628 0.181
H 7.904 1.305 0.657 0.511
H 7.058 0.236 2.770 0.466
H 4.667 -0.406 2.886 0.478
H 3.901 1.115 -0.853 0.519
C -3.429 3.917 2.477 -1.733
C -4.307 3.568 1.265 2.415
C -5.762 3.955 1.586 -1.719
C -3.817 4.450 0.108 -2.038
Si -4.229 1.712 0.781 -0.735
Br -1.966 1.222 0.899 -0.502
C -5.019 0.503 2.050 2.728
C -6.539 0.435 1.814 -1.797
C -4.785 0.970 3.492 -2.046
C -4.445 -0.920 1.961 -1.701
C -4.660 1.366 -1.058 2.966
C -4.749 -0.138 -1.345 -2.169
C -3.598 1.920 -2.022 -2.151
C -6.017 2.008 -1.400 -1.871
H -3.515 4.990 2.670 0.552
H -2.378 3.700 2.286 0.198
H -3.725 3.400 3.384 0.333
H -5.814 5.029 1.779 0.533
H -6.135 3.449 2.476 0.302
H -6.441 3.739 0.761 0.313
H -3.838 5.496 0.426 0.612
H -4.447 4.368 -0.776 0.332
H -2.789 4.212 -0.174 0.261
H -7.015 1.415 1.882 0.342
H -6.993 -0.201 2.580 0.521
H -6.789 0.003 0.847 0.321
H -5.292 1.908 3.713 0.338
H -3.723 1.085 3.714 0.285
H -5.185 0.217 4.176 0.597
H -4.584 -1.381 0.988 0.287
H -4.954 -1.548 2.697 0.590
H -3.380 -0.938 2.194 -0.057
H -3.827 -0.653 -1.084 0.280
H -4.913 -0.281 -2.417 0.590
H -5.577 -0.615 -0.826 0.356
H -2.655 1.376 -1.930 0.260
H -3.393 2.978 -1.878 0.261
H -3.955 1.789 -3.047 0.577
H -6.815 1.680 -0.734 0.334
H -6.303 1.722 -2.416 0.538
H -5.974 3.097 -1.371 0.356
```

Output
ΔE to the lowest compared entry with this formula, charge and spin   20.6 kcal per mole
Orbital gap   6.9 eV
Total charge   +1

(2)
A cluster of 10 separate species, C38H69N5O7 in total in a non-equilibrium geometry, computed with the ωB97M-V functional and the def2-TZVPD basis.

```
119
Properties=species:S:1:pos:R:3:mulliken_charge:R:1
N 0.493 2.751 -0.255 1.038
C -0.488 3.610 0.069 -0.238
C 0.064 4.764 0.534 -0.942
C 1.452 4.588 0.487 -0.937
C 1.701 3.392 -0.061 -0.526
H 0.347 1.768 -0.435 -0.073
H -1.518 3.286 0.048 0.251
H -0.448 5.640 0.904 0.522
H 2.253 5.271 0.732 0.413
H 2.609 2.871 -0.324 0.384
N 3.218 -0.759 4.670 0.003
C 3.248 -2.150 4.528 -0.696
C 3.718 -2.435 3.236 -0.505
C 3.902 -1.145 2.586 0.231
C 3.516 -0.140 3.483 -1.023
H 2.816 -0.268 5.456 0.239
H 2.837 -2.838 5.253 0.398
H 3.836 -3.347 2.671 0.367
H 4.155 -0.917 1.561 0.682
H 3.535 0.928 3.325 0.437
N -0.169 -0.191 1.410 1.154
C 1.040 -0.239 0.710 -1.413
C 0.754 -0.251 -0.666 0.411
C -0.594 -0.441 -0.770 -0.071
C -1.174 -0.209 0.468 -1.806
H -0.198 0.012 2.399 0.415
H 2.034 -0.302 1.129 -0.512
H 1.457 -0.250 -1.486 -0.118
H -1.163 -0.660 -1.661 1.037
H -2.209 -0.122 0.764 0.613
C -5.834 2.843 1.756 -0.542
C -6.045 1.896 0.534 -0.943
C -4.785 1.084 0.497 0.116
O -3.809 1.933 1.090 -0.184
C -4.305 3.081 1.772 -0.100
H -6.078 2.250 2.637 0.297
H -6.358 3.798 1.720 0.373
H -6.317 2.363 -0.412 0.257
H -6.924 1.268 0.683 0.430
H -4.423 0.822 -0.497 0.126
H -4.971 0.154 1.033 0.082
H -3.990 3.893 1.117 0.287
H -3.809 3.164 2.739 -0.130
C -2.911 -4.360 1.759 -0.606
C -2.568 -2.918 1.641 1.175
C -2.046 -2.504 3.031 -0.100
O -2.889 -3.316 3.832 -0.510
C -3.139 -4.629 3.222 -0.460
H -2.041 -4.952 1.476 0.167
H -3.744 -4.505 1.070 0.380
H -3.425 -2.299 1.375 -0.141
H -1.908 -2.783 0.785 -0.635
H -2.175 -1.454 3.296 0.100
H -0.993 -2.699 3.233 0.204
H -4.165 -4.861 3.508 0.243
H -2.453 -5.357 3.654 0.297
C -2.407 2.113 -2.580 0.479
C -3.386 1.623 -3.616 -0.851
C -2.645 0.426 -4.098 -0.263
O -1.320 0.884 -4.165 -0.440
C -1.161 2.065 -3.395 0.248
H -2.314 1.382 -1.776 -0.621
H -2.668 3.048 -2.084 0.510
H -3.561 2.357 -4.402 0.314
H -4.400 1.359 -3.318 0.360
H -2.986 0.153 -5.096 0.388
H -2.741 -0.399 -3.392 0.127
H -1.080 2.943 -4.036 0.440
H -0.304 2.065 -2.722 -0.556
C 0.692 -3.651 -2.751 0.836
C 0.334 -4.151 -4.131 -0.797
C -1.210 -4.231 -4.045 -0.241
O -1.447 -4.519 -2.661 -0.498
C -0.400 -4.111 -1.791 0.087
H 0.641 -2.563 -2.774 -0.525
H 1.726 -3.902 -2.517 0.231
H 0.829 -5.087 -4.393 0.332
H 0.696 -3.435 -4.869 0.321
H -1.700 -4.844 -4.802 0.372
H -1.669 -3.250 -4.166 0.016
H -0.056 -4.971 -1.217 0.297
H -0.633 -3.276 -1.131 -0.394
C 2.458 1.064 -3.874 0.823
C 3.627 1.969 -3.516 -0.861
C 4.438 1.111 -2.541 -0.481
O 3.957 -0.225 -2.745 -0.230
C 3.074 -0.292 -3.886 -0.357
H 2.112 1.310 -4.878 0.557
H 1.621 1.107 -3.178 -0.853
H 3.347 2.976 -3.205 0.360
H 4.156 2.117 -4.458 0.353
H 4.334 1.378 -1.489 0.289
H 5.477 1.184 -2.861 0.355
H 2.364 -1.118 -3.858 -0.315
H 3.624 -0.482 -4.808 0.430
C 5.588 -3.885 0.173 0.140
O 6.773 -4.019 0.462 -0.630
N 4.994 -2.872 -0.488 0.174
C 3.555 -2.782 -0.694 -0.253
C 5.807 -1.821 -1.070 -0.999
H 4.868 -4.640 0.528 0.393
H 3.390 -2.504 -1.735 -0.078
H 3.101 -2.006 -0.078 -0.032
H 3.017 -3.700 -0.460 0.268
H 5.733 -1.593 -2.133 0.270
H 5.799 -0.870 -0.538 0.292
H 6.852 -2.080 -0.899 0.434
C -0.030 2.914 3.511 0.407
O -0.241 1.718 3.605 -0.745
N -0.656 3.899 4.176 0.157
C -0.326 5.294 3.955 -0.924
C -1.835 3.626 5.058 -0.989
H 0.587 3.363 2.717 0.066
H -1.147 5.840 3.491 0.267
H 0.597 5.419 3.387 0.321
H -0.316 5.676 4.976 0.352
H -2.750 4.102 4.705 0.318
H -2.078 2.579 5.239 0.285
H -1.620 4.083 6.023 0.354
```

Output
Orbital gap   8.5 eV
Structure (SMILES)   c1cc[nH]c1.c1cc[nH]c1.c1cc[nH]c1.CN(C)C=O.CN(C)C=O.C1CCOC1.C1CCOC1.C1CCOC1.C1CCOC1.C1CCOC1

(3)
A cluster of 6 separate species, C38H71N5O21P in total in a non-equilibrium geometry, computed with the ωB97M-V functional and the def2-TZVPD basis.

```
136
Properties=species:S:1:pos:R:3:mulliken_charge:R:1
C 8.599 -3.337 0.267 -0.565
O 7.276 -3.410 -0.308 -0.375
C 6.914 -2.206 -1.027 -0.073
C 7.618 -0.871 -0.499 -0.512
C 6.780 0.373 -1.101 -0.151
C 6.647 1.562 -0.046 -0.561
C 5.740 1.237 1.228 -0.983
C 4.326 0.569 0.897 -0.247
C 3.200 1.649 0.451 -0.667
C 2.341 1.141 -0.821 -0.484
C 0.776 1.004 -0.514 -0.548
N 0.121 -0.124 -1.286 1.245
C 0.185 0.106 -2.765 -1.079
C 1.396 -0.623 -3.497 -0.520
C 1.280 -2.203 -3.565 0.279
N 0.269 -2.945 -4.302 -0.390
O 2.158 -2.879 -2.962 -0.588
C -1.279 -0.152 -0.811 -1.656
N -2.206 0.720 -1.263 0.270
P -3.915 0.682 -0.758 0.766
O -4.510 -0.733 -0.844 -0.546
O -4.179 1.377 0.754 -0.510
O -4.775 1.587 -1.925 -0.568
N -1.717 -1.126 0.167 0.797
C -1.619 -0.441 1.510 -0.316
N -0.832 -1.183 2.527 -0.583
C -0.935 -2.394 0.090 -1.102
C -1.079 -3.146 -1.332 1.202
C -2.476 -3.973 -1.294 -1.315
O -0.022 -4.114 -1.467 -0.550
H 8.887 -4.415 0.549 0.259
H 9.404 -2.980 -0.452 0.248
H 8.600 -2.762 1.262 0.209
H 7.058 -2.310 -2.165 0.199
H 5.786 -2.061 -0.859 0.082
H 8.710 -0.813 -0.848 0.349
H 7.565 -0.764 0.635 0.159
H 7.407 0.762 -1.985 0.213
H 5.781 0.050 -1.566 0.025
H 7.704 1.763 0.354 0.309
H 6.352 2.509 -0.603 0.397
H 5.504 2.252 1.721 0.403
H 6.266 0.621 2.028 0.363
H 4.456 -0.270 0.143 -0.074
H 3.974 0.062 1.870 0.314
H 3.800 2.576 0.131 0.371
H 2.559 1.956 1.338 0.385
H 2.715 0.073 -1.024 0.117
H 2.518 1.816 -1.733 0.373
H 0.257 2.008 -0.657 0.203
H 0.695 0.730 0.600 0.324
H 0.268 1.227 -2.954 0.416
H -0.814 -0.227 -3.230 0.616
H 2.424 -0.370 -3.098 0.069
H 1.382 -0.251 -4.588 0.516
H 0.569 -3.933 -4.311 0.310
H 0.240 -2.653 -5.293 0.289
H -1.971 1.471 -1.940 0.422
H -3.897 2.319 0.788 0.373
H -5.184 0.922 -2.536 0.364
H -2.698 -0.372 1.913 -0.078
H -1.260 0.647 1.442 0.462
H -1.343 -2.041 2.804 0.269
H -0.860 -0.609 3.392 0.343
H -1.325 -3.145 0.866 0.411
H 0.175 -2.250 0.351 0.412
H -1.064 -2.438 -2.222 -0.321
H -2.897 -3.926 -2.359 0.371
H -3.215 -3.526 -0.548 0.230
H -2.194 -5.045 -0.997 0.335
H 0.785 -3.686 -1.113 0.373
C 10.510 4.196 -5.108 -1.568
C 10.473 3.901 -3.626 0.814
C 10.521 2.436 -3.308 -0.467
O 9.839 2.376 -2.058 -0.290
C 8.962 3.418 -2.044 0.609
O 8.077 3.548 -1.247 -0.574
O 9.220 4.289 -3.059 -0.332
H 10.440 5.272 -5.284 0.257
H 11.431 3.827 -5.563 0.347
H 9.656 3.741 -5.619 0.476
H 11.264 4.451 -3.109 0.042
H 11.541 2.061 -3.215 0.327
H 9.977 1.816 -4.028 0.283
C -6.316 -0.699 2.081 -1.093
C -6.071 -0.809 3.569 0.493
C -5.130 -1.918 3.940 -0.287
O -5.551 -2.247 5.259 -0.373
C -6.876 -1.936 5.330 0.567
O -7.606 -2.276 6.210 -0.498
O -7.261 -1.187 4.256 -0.221
H -7.031 0.101 1.871 0.418
H -5.391 -0.491 1.541 -0.042
H -6.756 -1.619 1.686 0.367
H -5.737 0.154 3.972 0.220
H -4.085 -1.602 3.933 0.120
H -5.237 -2.808 3.311 0.317
C -10.445 -2.424 5.150 -1.371
C -10.893 -1.451 4.084 0.635
C -12.291 -0.945 4.283 -0.307
O -12.698 -0.643 2.951 -0.342
C -11.998 -1.477 2.133 0.677
O -12.240 -1.652 0.975 -0.559
O -10.988 -2.092 2.811 -0.366
H -9.438 -2.782 4.938 0.215
H -10.450 -1.960 6.137 0.386
H -11.091 -3.307 5.172 0.334
H -10.175 -0.628 3.996 0.144
H -12.329 -0.055 4.913 0.384
H -12.973 -1.699 4.690 0.179
C 11.712 9.683 -4.236 -1.461
C 12.228 8.517 -3.424 0.508
C 13.711 8.556 -3.195 -0.541
O 14.030 7.176 -3.045 -0.323
C 13.106 6.484 -3.763 0.646
O 13.191 5.323 -4.040 -0.514
O 12.070 7.289 -4.133 -0.283
H 10.636 9.588 -4.399 0.358
H 11.907 10.633 -3.734 0.386
H 12.176 9.707 -5.226 0.360
H 11.677 8.439 -2.480 0.258
H 13.983 9.118 -2.300 0.325
H 14.273 8.950 -4.047 0.319
C -14.668 -3.600 2.892 -1.223
C -14.957 -5.070 3.093 0.513
C -16.399 -5.362 3.390 -0.525
O -16.315 -6.563 4.149 -0.324
C -15.105 -6.543 4.775 0.607
O -14.787 -7.281 5.658 -0.530
O -14.307 -5.563 4.262 -0.306
H -13.602 -3.443 2.711 0.086
H -15.228 -3.197 2.046 0.412
H -14.920 -3.025 3.788 0.328
H -14.598 -5.648 2.235 0.263
H -16.991 -5.513 2.486 0.323
H -16.880 -4.596 4.007 0.334
```

Output
Orbital gap   6.3 eV
Total charge   +1

Question: What is the formula in the first record?
Answer: C38H68BrN8OS2Si2Sr

Question: orbital gap of number 3 (C38H71N5O21P)?
Answer: 6.3 eV

Question: Among the records above, which one has the lowest orbital gap?
Answer: C38H71N5O21P